Entry 1:
DFT (ωB97M-V/def2-TZVPD) results for C30H56I3N4O5 as an isolated structure at a distorted geometry.

For the HOMO-LUMO gap, the calculation gives 7.14 eV. As for the total charge: +1.

Element x y z (Å)
1 I 5.26 -1.26 0.34
2 I 2.13 0.33 0.77
3 I -2.45 3.57 -2.19
4 O -1.87 -1.70 2.15
5 O 1.28 0.25 3.83
6 O -6.09 -2.89 1.09
7 O 5.30 2.80 -6.64
8 O -1.81 -0.66 6.99
9 N 0.03 1.66 6.38
10 N 2.87 -2.34 -4.73
11 N 1.86 0.38 -5.18
12 N -4.83 -0.96 3.05
13 C 3.98 4.76 -7.46
14 C 4.22 -0.45 -1.47
15 C 0.49 -0.81 4.36
16 C 2.88 1.51 -5.18
17 C -6.64 -1.63 1.49
18 C 2.87 0.21 -1.34
19 C -0.93 -1.21 7.96
20 C -3.57 -0.23 3.26
21 C -1.80 1.49 -2.65
22 C -1.42 1.62 6.17
23 C 1.53 -0.24 -3.81
24 C -2.62 -2.66 1.43
25 C -6.25 -3.91 2.07
26 C 2.76 -4.69 -3.39
27 C 3.29 -3.77 -4.63
28 C 0.67 1.54 3.88
29 C 1.96 -1.85 -3.66
30 C 5.03 -0.63 -2.88
31 C -0.53 1.00 -1.67
32 C 1.29 -2.60 -2.39
33 C 0.85 1.80 -2.05
34 C -2.46 -0.40 2.19
35 C 4.11 3.61 -6.27
36 C 1.71 -4.21 -2.20
37 C 2.70 2.76 -6.23
38 C 2.06 0.80 -2.63
39 C -2.11 0.72 7.21
40 C -5.53 -0.62 1.81
41 C 2.89 1.91 -3.56
42 C 0.78 2.23 5.25
43 H -4.84 -0.60 0.96
44 H 0.69 -0.92 5.42
45 H -0.94 -2.30 7.84
46 H 2.62 3.05 -3.43
47 H 0.37 0.72 6.54
48 H -2.70 0.80 -2.36
49 H 1.24 2.52 -1.19
50 H 2.82 4.86 -7.67
51 H 4.07 1.94 -3.33
52 H 4.45 5.78 -7.13
53 H -3.14 -2.23 0.57
54 H -5.58 -3.77 2.91
55 H -0.45 -0.17 -1.67
56 H 2.48 2.36 -7.32
57 H -1.27 -0.98 8.98
58 H 4.48 4.37 -8.45
59 H 0.56 -2.09 -1.60
60 H -5.97 0.38 1.91
61 H 0.35 -0.37 -3.93
62 H 0.09 -0.86 7.82
63 H 1.85 -0.27 -6.02
64 H 0.50 3.29 5.14
65 H 1.32 -4.90 -1.34
66 H -3.32 -3.16 2.09
67 H 3.17 -5.80 -3.34
68 H -1.65 0.29 2.47
69 H 5.39 -1.77 -2.95
70 H 6.04 0.01 -2.90
71 H -1.83 2.63 6.23
72 H 3.86 0.92 -5.52
73 H 4.29 4.11 -5.22
74 H -1.67 1.21 5.18
75 H -0.36 1.50 3.51
76 H 4.42 -0.40 -3.85
77 H -3.20 0.82 7.08
78 H -0.86 1.34 -0.58
79 H 1.82 3.48 -5.88
80 H 4.05 -4.22 -5.43
81 H 5.67 2.33 -5.81
82 H 0.56 2.54 -2.94
83 H 1.22 2.15 3.16
84 H -1.87 1.04 8.23
85 H 1.84 2.22 5.55
86 H -1.49 1.39 -3.79
87 H 0.96 0.92 -5.37
88 H -4.62 -1.96 3.05
89 H -0.58 -0.66 4.17
90 H -7.29 -3.96 2.42
91 H -1.93 -3.43 1.06
92 H 0.79 -1.74 3.87
93 H -7.21 -1.25 0.63
94 H -3.17 -0.58 4.22
95 H -7.35 -1.73 2.33
96 H -3.80 0.83 3.38
97 H -6.01 -4.87 1.59
98 H -2.78 -0.08 1.19

These are the Löwdin partial charges, in e, on atoms 1 to 8: 0.71, 0.90, 0.68, -0.19, -0.28, -0.20, -0.11, -0.20

Entry 2:
DFT (ωB97M-V/def2-TZVPD) results for a 8-piece molecular cluster, C30H57BBrCl14NO7S2 overall at a distorted geometry.

For the HOMO-LUMO gap, the calculation gives 7.83 eV. The SMILES is CCSC[C@](CCCCn1cccc1)(OC)[C@H](Br)O[C@@H](C[SH](=O)=O)OB(O)O.ClCCCl.ClCCCl.ClCCCl.ClCCCl.ClCCCl.ClCCCl.ClCCCl.

Element x y z (Å)
1 Br -2.37 1.82 0.09
2 Cl -0.85 -6.68 -1.45
3 Cl -2.71 -8.72 1.25
4 Cl 1.50 -9.00 -2.35
5 Cl -5.60 -6.90 1.05
6 Cl 5.77 -4.39 4.71
7 Cl -1.07 10.30 0.50
8 Cl -4.37 -1.95 1.67
9 Cl -2.01 -4.26 0.77
10 Cl 4.19 -5.97 -0.76
11 Cl -4.14 6.91 -1.51
12 Cl -4.96 7.51 1.76
13 Cl 1.83 -3.66 0.14
14 Cl -0.57 12.75 -1.83
15 Cl 4.03 -6.69 2.87
16 S 0.59 5.22 -1.60
17 S 2.64 1.51 -1.39
18 O -1.81 1.48 -5.04
19 O 0.79 6.77 -1.74
20 O -1.16 -0.52 -1.21
21 O 0.61 2.35 -5.28
22 O -0.64 2.19 -2.26
23 O 1.49 4.45 -2.59
24 O -1.22 3.73 -3.97
25 N 0.95 2.76 4.36
26 C -4.37 -9.29 1.58
27 C 0.32 -0.19 0.79
28 C 2.43 -6.22 -0.64
29 C 6.45 -5.72 3.74
30 C 1.33 5.21 3.98
31 C 2.74 4.46 4.38
32 C -0.56 1.88 -0.83
33 C -1.51 3.34 -2.55
34 C -4.56 -3.28 0.50
35 C -0.26 -9.25 -2.22
36 C 2.47 2.86 4.61
37 C 5.44 1.52 -1.84
38 C 0.17 4.01 3.97
39 C -3.77 -4.52 0.90
40 C 5.63 -5.99 2.49
41 C 0.45 11.32 -1.54
42 C 0.94 0.31 3.34
43 C 0.47 1.33 4.57
44 C 1.64 -4.98 -1.03
45 C -5.40 -8.63 0.68
46 C -0.72 -1.86 -1.63
47 C 0.00 0.30 -0.74
48 C 1.31 0.18 -1.76
49 C 4.29 0.64 -1.01
50 C -4.95 8.35 -0.85
51 C -1.04 -8.01 -2.62
52 C 0.73 1.00 1.84
53 C -1.21 4.68 -1.65
54 C -4.45 8.71 0.54
55 C -0.37 10.11 -1.12
56 B -0.78 2.54 -4.74
57 H 7.46 -5.43 3.46
58 H 0.16 -0.59 3.37
59 H 6.15 -6.72 1.86
60 H -2.11 -8.24 -2.66
61 H 1.11 3.22 -5.15
62 H -4.73 9.18 -1.54
63 H -2.67 3.08 -2.55
64 H 1.26 -0.92 0.72
65 H 0.92 0.87 5.57
66 H 1.00 0.23 -2.91
67 H -4.37 -10.37 1.42
68 H -1.66 4.60 -0.57
69 H 0.57 -5.22 -1.08
70 H 4.94 2.55 -2.14
71 H -0.11 1.83 1.99
72 H 6.51 -6.61 4.38
73 H -1.29 0.64 -5.20
74 H 1.70 1.60 1.49
75 H 0.27 9.22 -1.09
76 H 0.21 -2.28 -1.05
77 H -0.56 -0.89 1.19
78 H 0.97 11.11 -2.48
79 H 1.06 4.90 -0.29
80 H -4.87 9.67 0.85
81 H -1.18 9.91 -1.83
82 H -3.36 8.79 0.58
83 H -4.58 -9.11 2.64
84 H 6.38 1.78 -1.18
85 H 5.47 -5.08 1.90
86 H 1.20 11.58 -0.79
87 H 1.88 -0.85 -1.58
88 H -0.51 -10.08 -2.89
89 H -4.02 -5.34 0.23
90 H -0.98 4.10 3.73
91 H -0.74 -7.64 -3.61
92 H -5.63 -3.51 0.46
93 H 5.77 1.01 -2.84
94 H 2.05 -0.09 3.48
95 H -6.03 8.17 -0.86
96 H 2.18 -7.05 -1.31
97 H 3.20 1.98 4.90
98 H -4.00 -4.83 1.92
99 H -0.61 -1.90 -2.81
100 H -1.62 -2.60 -1.38
101 H 0.19 2.65 -0.35
102 H -6.37 -9.10 0.82
103 H 4.58 0.70 0.14
104 H 3.82 4.94 4.52
105 H 2.20 -6.53 0.39
106 H -4.26 -2.91 -0.48
107 H -0.48 -9.56 -1.20
108 H 4.26 -0.49 -1.35
109 H -1.81 5.57 -2.18
110 H -0.69 1.23 4.66
111 H 1.19 6.35 3.75
112 H 1.94 -4.61 -2.02
113 H -5.13 -8.72 -0.38

These are the Löwdin partial charges, in e, on atoms 1 to 8: 0.75, 0.64, 0.55, 0.62, 0.63, 0.53, 0.56, 0.54

Entry 3:
DFT (ωB97M-V/def2-TZVPD) results for a 11-piece molecular cluster, C30H57Cl2F9N9O12S3 overall at a distorted geometry.

For the HOMO-LUMO gap, the calculation gives 4.42 eV. As for the total charge: +1.

Element x y z (Å)
1 Cl -3.23 2.82 -1.94
2 Cl 3.69 -2.68 0.91
3 S -1.38 3.69 3.83
4 S 6.07 2.41 -1.82
5 S 1.40 -3.78 -4.20
6 F -1.51 1.58 5.55
7 F 3.50 2.79 -2.33
8 F 4.20 0.79 -2.87
9 F -0.29 1.26 3.78
10 F 0.10 -3.51 -1.88
11 F 4.68 2.59 -4.08
12 F -2.44 1.22 3.63
13 F 0.45 -5.60 -2.42
14 F -1.08 -4.40 -3.43
15 O -0.03 4.03 4.24
16 O 6.55 3.72 -2.21
17 O 1.94 2.50 -0.06
18 O 6.93 1.33 -2.25
19 O 2.09 -4.95 -4.72
20 O -2.44 4.30 4.61
21 O -4.61 -5.00 -0.74
22 O -1.51 3.75 2.39
23 O -4.87 -4.42 4.64
24 O 2.25 -2.87 -3.45
25 O 5.58 2.28 -0.44
26 O 0.55 -3.15 -5.20
27 N -4.71 4.82 1.39
28 N 0.73 -0.19 -1.67
29 N 3.62 2.13 1.47
30 N 7.03 -1.94 -3.95
31 N -5.07 -2.13 4.96
32 N -3.74 6.39 0.28
33 N -0.48 -0.01 0.13
34 N 5.68 -3.43 -3.13
35 N -2.47 -4.29 -0.21
36 C 5.10 -4.72 -2.79
37 C -1.40 0.67 1.04
38 C 0.43 -1.00 0.35
39 C -0.34 0.40 -1.14
40 C 1.25 -1.08 -0.72
41 C 2.00 4.13 1.66
42 C -4.91 6.95 0.80
43 C 8.99 -0.53 -3.44
44 C -4.95 3.55 2.08
45 C -3.64 5.12 0.64
46 C 8.17 -1.24 -4.52
47 C 4.53 2.08 -2.83
48 C -5.61 2.52 1.15
49 C 2.42 2.87 0.95
50 C -5.51 5.90 1.46
51 C -4.01 -1.59 4.01
52 C -2.80 0.10 0.92
53 C 3.28 0.65 1.54
54 C 5.97 -1.28 -3.36
55 C -1.40 1.82 4.27
56 C -6.95 -3.55 3.91
57 C -4.08 -5.17 1.63
58 C 5.17 -2.22 -2.80
59 C 6.80 -3.26 -3.88
60 C -3.90 -4.76 0.16
61 C -2.81 6.99 -0.64
62 C -2.39 -3.22 -1.32
63 C 1.24 0.13 -3.01
64 C 0.15 -4.40 -2.88
65 C -5.55 -3.47 4.48
66 H 4.04 0.16 2.14
67 H 1.03 4.53 1.40
68 H 2.22 -0.31 -3.13
69 H -1.80 6.84 -0.26
70 H -2.69 -3.58 -2.29
71 H -1.95 -5.08 -0.61
72 H -2.99 -2.38 -0.97
73 H -3.78 -6.20 1.81
74 H -7.31 -4.57 3.78
75 H -1.08 0.63 2.08
76 H 2.70 4.95 1.46
77 H -2.91 4.38 0.35
78 H 5.76 -5.57 -2.95
79 H 2.17 4.01 2.74
80 H -2.76 -0.99 0.86
81 H -4.94 2.17 0.36
82 H 9.68 0.11 -3.99
83 H 7.77 -0.47 -5.19
84 H 7.41 -4.09 -4.17
85 H 3.25 0.23 0.55
86 H -0.94 1.12 -1.67
87 H 5.97 -0.21 -3.44
88 H -7.76 -3.04 4.43
89 H -4.42 -1.44 3.02
90 H 2.08 -1.68 -1.07
91 H 8.35 0.06 -2.79
92 H -4.75 -2.37 5.90
93 H -5.55 3.68 2.98
94 H -1.36 1.70 0.71
95 H 9.53 -1.21 -2.78
96 H -3.21 -2.33 4.07
97 H 4.23 -2.10 -2.29
98 H -3.42 0.48 0.11
99 H -6.39 5.93 2.08
100 H -3.96 3.19 2.37
101 H -2.86 6.55 -1.63
102 H -5.84 -1.46 5.12
103 H 1.15 1.19 -3.24
104 H -5.14 -5.05 1.81
105 H -6.48 2.89 0.60
106 H -6.87 -3.06 2.93
107 H -3.47 0.43 1.73
108 H 4.83 -4.72 -1.74
109 H 4.13 -4.76 -3.28
110 H -5.11 8.00 0.79
111 H 2.31 0.49 2.01
112 H -3.55 -4.54 2.34
113 H -1.94 -4.02 0.62
114 H 0.57 -1.43 1.33
115 H 0.61 -0.41 -3.72
116 H 4.47 2.32 0.89
117 H -3.71 -0.65 4.47
118 H -1.36 -2.88 -1.32
119 H 3.87 2.41 2.42
120 H 8.72 -1.94 -5.15
121 H -3.06 8.04 -0.77
122 H -5.86 1.61 1.70

These are the Löwdin partial charges, in e, on atoms 1 to 8: -0.52, -0.53, 0.47, 0.53, 0.49, 0.16, 0.10, 0.11

Entry 4:
DFT (ωB97M-V/def2-TZVPD) results for C30H57IrN13S as an isolated structure at a distorted geometry.

For the HOMO-LUMO gap (alpha / beta), the calculation gives 7.44 / 4.80 eV. As for the total charge: +3. The spin multiplicity is 5. As for the energy above the lowest of the compared OMol25 structures with the same formula, charge and spin: 0.00 kcal/mol.

Element x y z (Å)
1 Ir 0.02 0.76 0.10
2 S -0.21 0.97 2.40
3 N 0.81 -1.39 -3.50
4 N -3.76 -3.73 0.77
5 N 2.12 -0.32 3.00
6 N 0.43 -0.63 4.39
7 N 1.56 -1.85 -1.35
8 N -2.42 1.13 -0.35
9 N -1.81 -3.58 2.07
10 N -0.25 -0.38 -1.65
11 N -0.11 2.97 -0.48
12 N -2.61 -1.72 0.81
13 N 0.65 4.43 -2.16
14 N 2.53 0.70 0.88
15 N 1.92 4.19 -0.29
16 C 0.18 3.78 -3.34
17 C 1.87 4.16 1.18
18 C 0.68 -1.21 -2.19
19 C -2.37 0.83 -1.79
20 C -1.60 -0.48 -2.11
21 C 1.21 -2.70 -4.04
22 C 5.19 1.20 1.73
23 C -2.74 -3.00 1.23
24 C -1.47 3.43 -0.77
25 C -0.78 -2.77 2.65
26 C 0.50 -0.35 -4.49
27 C 2.94 -2.10 -1.78
28 C 1.01 5.81 -2.37
29 C 0.80 -0.04 3.29
30 C 4.28 0.61 2.56
31 C 0.82 3.85 -0.93
32 C 4.78 1.46 0.42
33 C -3.82 -3.84 -0.67
34 C 2.53 -1.21 3.99
35 C -1.53 -5.01 2.00
36 C 2.96 0.39 2.08
37 C -3.68 -1.00 0.25
38 C 1.12 -2.14 0.03
39 C 3.43 1.22 0.04
40 C -0.92 -0.60 4.98
41 C -4.59 -4.73 1.48
42 C 1.49 -1.36 4.85
43 C 3.20 4.65 -0.86
44 C -2.56 2.61 -0.12
45 C -3.53 0.48 0.37
46 H 3.12 1.42 -1.00
47 H -0.18 2.81 -3.05
48 H 6.18 1.54 2.08
49 H -3.32 0.86 -2.34
50 H 3.14 -1.63 -2.80
51 H 2.11 -2.57 -4.68
52 H -0.68 4.29 -3.79
53 H 0.93 4.55 1.47
54 H 1.79 -1.68 0.76
55 H -3.48 -4.84 -1.09
56 H -1.77 1.60 -2.31
57 H 0.90 3.71 -4.14
58 H -4.88 -3.75 -1.00
59 H -1.19 -1.69 2.68
60 H 1.33 -1.94 5.78
61 H 3.49 4.25 -1.82
62 H -1.30 -1.64 5.12
63 H 1.46 -3.36 -3.26
64 H 0.42 -3.09 -4.70
65 H 1.41 -0.17 -5.10
66 H -1.65 -5.36 0.97
67 H -3.39 0.68 1.45
68 H 3.49 -1.72 4.02
69 H -3.52 2.98 -0.47
70 H -2.13 -5.55 2.71
71 H -5.54 -4.68 0.96
72 H 2.10 3.25 1.62
73 H -4.22 -5.75 1.47
74 H 1.11 6.30 -1.43
75 H 3.61 -1.65 -1.04
76 H 1.30 -3.22 0.23
77 H 4.44 0.43 3.65
78 H 5.51 1.90 -0.22
79 H 2.62 4.81 1.54
80 H -1.60 4.48 -0.49
81 H -0.28 -0.63 -5.18
82 H -2.07 -1.38 -1.74
83 H 0.04 -1.87 0.28
84 H 3.13 -3.17 -1.82
85 H 3.94 4.43 -0.13
86 H -2.60 2.66 0.95
87 H -0.52 -5.17 2.23
88 H 0.15 -2.92 2.13
89 H -1.71 3.50 -1.85
90 H -4.70 -4.40 2.54
91 H -3.85 -1.18 -0.85
92 H -4.51 0.85 0.11
93 H -0.86 -0.11 5.93
94 H 0.26 6.33 -2.95
95 H -3.19 -3.12 -1.13
96 H 3.16 5.76 -0.89
97 H -1.65 -0.56 -3.20
98 H 1.88 5.85 -3.01
99 H -1.56 -0.01 4.25
100 H 0.26 0.60 -4.04
101 H -4.61 -1.36 0.66
102 H -0.60 -3.14 3.61

These are the Löwdin partial charges, in e, on atoms 1 to 8: 1.31, 0.70, -0.12, -0.16, 0.02, -0.11, -0.12, -0.19